The ion C4H11NS2 with charge -1 in a non-equilibrium geometry. Source: the OMol25 dataset; level of theory: wB97M-V/def2-TZVPD.

```
18
Properties=species:S:1:pos:R:3:forces:R:3
C 1.673 0.098 -0.003 0.6 0.7 -1.1
H 1.394 -0.530 -2.143 -0.7 0.6 0.3
C 0.880 -0.720 -1.183 1.7 1.9 2.3
H 2.816 0.098 -0.210 -1.9 -0.1 0.5
H -2.977 -0.957 0.215 -2.0 0.7 -1.5
H -2.581 -1.424 1.745 0.8 -0.4 0.4
H 1.225 -1.756 -0.962 -1.4 0.0 -0.1
S 1.056 1.931 -0.041 -0.6 -2.4 -0.9
C -2.256 -0.773 0.938 2.4 1.2 0.8
H -0.902 -1.999 0.113 0.2 -3.1 -0.8
H -1.202 -0.525 -1.849 -0.6 -1.3 -0.3
H 1.397 -0.148 1.057 0.5 -0.6 -1.3
S 1.989 3.765 0.663 1.3 2.4 0.9
C -0.613 -0.292 -0.968 -0.1 -1.5 0.5
H -2.150 0.264 1.372 -0.7 -0.9 -0.8
H 2.125 3.243 1.881 0.0 0.2 0.2
H -0.943 0.796 -0.956 1.6 -1.1 1.0
N -0.931 -1.072 0.330 -1.0 3.9 0.0
```
Forces are in eV/Å.

Properties
- electronic energy (eV) = -27484.3933
- total charge = -1
- LUMO level (alpha / beta) (eV) = 3.604 / 3.572
- HOMO-LUMO gap (alpha / beta) (eV) = 3.920 / 6.375
- energy above the lowest of the compared OMol25 structures with the same formula, charge and spin (eV) = 2.3545
- 2S+1 = 2
- maximum force (eV/Å) = 3.99
- <S²> = 0.755


A cluster of 2 separate species, C4H11NS2 in total in a non-equilibrium geometry. Source: the OMol25 dataset; level of theory: wB97M-V/def2-TZVPD.

```
18
Properties=species:S:1:pos:R:3:forces:R:3
H -0.471 -1.042 1.332 0.4 1.3 0.4
C -0.236 1.591 0.792 2.3 0.1 -0.8
H -1.029 -2.536 0.754 0.1 0.6 0.2
C 1.067 -2.228 0.343 0.7 -0.3 -1.0
H 0.647 0.668 -0.855 -0.2 0.0 -0.4
H 1.086 2.298 -0.932 0.3 0.8 0.5
H 1.555 -2.593 1.241 -0.3 0.6 0.6
S -1.011 -1.177 -1.117 0.0 0.0 1.6
C 0.247 1.670 -0.686 0.0 -0.4 0.0
H -1.226 1.068 -1.913 -0.2 0.4 -0.1
H 1.668 -1.467 -0.153 0.3 0.0 0.3
H -0.434 2.558 1.247 -0.6 -0.1 0.1
H -1.612 2.414 -1.033 0.6 -0.4 -0.9
H -1.072 0.938 0.614 -1.2 -0.4 0.5
N -0.866 1.970 -1.609 -0.3 0.1 0.9
C -0.356 -1.708 0.431 -0.1 -2.1 -1.3
H 1.150 -3.100 -0.312 -0.5 0.1 -0.2
S 0.892 0.676 1.857 -1.0 -0.3 -0.4
```
Forces are in eV/Å.

Properties
- electronic energy (eV) = -27482.4349
- LUMO level (eV) = -3.725
- HOMO-LUMO gap (eV) = 4.888
- energy above the lowest of the compared OMol25 structures with the same formula, charge and spin (eV) = 4.8305
- maximum force (eV/Å) = 2.42


A cluster of 2 separate species, C4H11NS2 in total in a non-equilibrium geometry. Source: the OMol25 dataset; level of theory: wB97M-V/def2-TZVPD.

```
18
Properties=species:S:1:pos:R:3:forces:R:3
C 2.542 0.512 1.087 1.0 -0.4 1.1
H -1.010 -0.560 2.834 0.0 0.0 -0.4
C -2.256 -0.372 -1.635 -0.2 0.4 0.4
H -2.918 -1.135 -1.188 0.6 -0.2 -0.5
H -1.802 -0.632 1.130 -0.4 0.4 0.2
C -0.969 -0.372 1.758 1.7 0.4 -0.7
C 0.215 -0.063 1.153 -0.4 -2.1 1.2
N 1.487 -0.293 1.763 -0.1 2.2 0.5
H -2.026 0.305 -0.788 -0.2 0.0 -0.8
H -2.814 0.116 -2.459 0.4 -0.1 0.6
H 0.335 0.036 0.060 -0.4 0.1 0.7
H -0.475 0.812 -4.109 0.2 0.0 0.2
S -0.676 -1.053 -2.263 -0.1 0.9 -0.3
H 2.459 1.613 1.198 -0.2 -0.5 -0.1
H 3.499 0.207 1.555 -0.3 0.3 -0.3
S 0.221 0.748 -2.949 -0.7 -1.0 0.1
H 2.656 0.263 0.027 -0.4 -0.1 0.1
H 1.531 -0.133 2.826 -0.4 -0.4 -2.3
```
Forces are in eV/Å.

Properties
- electronic energy (eV) = -27485.5388
- LUMO level (eV) = 0.383
- HOMO-LUMO gap (eV) = 8.524
- energy above the lowest of the compared OMol25 structures with the same formula, charge and spin (eV) = 1.7266
- SMILES = C=CNC.CSS
- maximum force (eV/Å) = 2.44


An isolated molecule of C4H11NS2 in a non-equilibrium geometry. Source: the OMol25 dataset; level of theory: wB97M-V/def2-TZVPD.

```
18
Properties=species:S:1:pos:R:3:forces:R:3
C -1.273 0.620 0.025 -0.5 0.7 1.2
S 0.571 -1.233 -1.036 0.8 -2.2 -0.9
H -2.628 2.007 -0.711 -0.1 -0.1 -0.1
H -1.229 -0.076 -1.984 -0.3 -0.5 0.2
H -2.675 1.741 0.889 -0.3 0.1 0.0
S 1.890 -0.125 0.040 0.7 1.6 1.1
H 4.211 -0.721 0.312 -0.5 1.0 0.2
C 3.487 -0.688 -0.515 1.4 -2.0 -0.4
H 4.024 -0.288 -1.397 -0.9 0.3 0.3
H 3.495 -1.789 -0.626 -0.6 0.3 -0.5
N -2.607 1.277 -0.007 0.1 -0.7 -0.6
H -0.065 -0.210 1.546 -0.3 -0.8 -0.4
H -1.736 -1.316 -0.712 0.3 0.2 -0.6
H -1.676 -0.877 1.618 -0.6 -0.1 0.1
H -0.574 1.444 -0.174 0.6 -0.6 0.3
H -1.041 0.711 2.290 -1.5 0.5 -0.2
C -1.138 0.035 1.435 3.2 0.5 0.1
C -1.034 -0.511 -0.991 -1.6 1.8 0.0
```
Forces are in eV/Å.

Properties
- electronic energy (eV) = -27485.7785
- LUMO level (eV) = 0.763
- HOMO-LUMO gap (eV) = 8.476
- energy above the lowest of the compared OMol25 structures with the same formula, charge and spin (eV) = 1.4870
- SMILES = CSSC[C@H](C)N
- maximum force (eV/Å) = 3.24


The ion C4H11NS2 with charge +1 in a non-equilibrium geometry. Source: the OMol25 dataset; level of theory: wB97M-V/def2-TZVPD.

```
18
Properties=species:S:1:pos:R:3:forces:R:3
H -0.767 2.450 -0.023 -0.4 0.1 0.5
C -0.376 0.506 -1.817 -0.1 -0.3 -0.3
N 0.408 -0.663 0.320 -0.3 0.3 -0.4
C -0.500 0.319 -0.303 1.5 0.4 0.8
H -1.491 0.059 0.072 -0.3 -0.1 -0.7
H 1.345 -0.279 0.346 0.1 -0.2 -0.4
H 0.855 2.040 0.350 0.2 -0.6 -0.2
S -0.553 1.606 2.148 -0.3 1.2 1.1
H -1.336 0.302 -2.287 0.1 0.1 -0.2
H -0.345 -2.571 0.360 -0.4 -0.3 -0.5
C 0.357 -2.014 -0.256 0.7 -0.1 1.3
H 0.168 -0.685 2.998 0.6 0.1 -0.3
S 0.556 0.538 3.442 -0.6 -0.3 -0.6
H 1.320 -2.483 -0.049 0.0 0.0 -0.2
H 0.174 -2.099 -1.324 -0.3 0.2 0.0
H 0.366 -0.159 -2.259 -0.1 -0.3 0.2
C -0.167 1.641 0.399 0.0 -0.5 -0.4
H -0.014 1.491 -2.117 -0.3 0.2 0.2
```
Forces are in eV/Å.

Properties
- electronic energy (eV) = -27477.8644
- total charge = +1
- LUMO level (alpha / beta) (eV) = -4.467 / -8.294
- HOMO-LUMO gap (alpha / beta) (eV) = 8.922 / 4.902
- energy above the lowest of the compared OMol25 structures with the same formula, charge and spin (eV) = 0.9193
- 2S+1 = 2
- maximum force (eV/Å) = 1.73
- <S²> = 0.755


The ion C4H11NS2 with charge +1 in a non-equilibrium geometry. Source: the OMol25 dataset; level of theory: wB97M-V/def2-TZVPD.

```
18
Properties=species:S:1:pos:R:3:forces:R:3
C -0.278 0.216 0.098 -0.5 -0.9 -0.2
H -2.182 -0.464 1.003 -0.3 0.2 1.6
S -0.098 -1.769 1.971 1.6 -1.6 -0.6
H -2.002 -1.110 -0.544 0.5 0.8 0.2
H 0.785 0.353 -1.869 0.1 -1.8 -0.3
H -0.237 0.965 0.856 -0.1 1.5 -0.2
C -1.806 -0.189 0.066 -0.3 0.4 -3.7
H 1.126 -1.536 -0.209 -0.8 1.5 2.2
C 0.305 2.214 -1.419 1.7 -0.4 2.4
H -0.569 2.749 -1.649 -1.4 0.4 -0.8
H 0.567 2.619 -0.417 -0.3 -0.3 -0.2
H 1.197 2.482 -1.995 -0.6 -0.5 -0.6
H -2.448 0.660 -0.430 1.3 -1.5 1.2
N 0.143 0.762 -1.222 0.3 2.5 1.4
S 1.049 -3.548 1.578 -1.7 0.5 -0.1
C 0.755 -0.806 0.675 0.6 -0.9 -2.3
H 1.637 -0.260 1.123 -0.9 -0.6 -0.7
H 2.054 -3.338 2.386 0.7 0.3 0.7
```
Forces are in eV/Å.

Properties
- electronic energy (eV) = -27477.2048
- total charge = +1
- LUMO level (alpha / beta) (eV) = -3.174 / -7.916
- HOMO-LUMO gap (alpha / beta) (eV) = 9.705 / 4.943
- energy above the lowest of the compared OMol25 structures with the same formula, charge and spin (eV) = 1.5789
- 2S+1 = 2
- maximum force (eV/Å) = 3.75
- <S²> = 0.755


An isolated molecule of C4H11NSi in a non-equilibrium geometry. Source: the OMol25 dataset; level of theory: wB97M-V/def2-TZVPD.

```
17
Properties=species:S:1:pos:R:3:forces:R:3
C -1.424 -1.578 0.488 2.0 0.0 -1.0
H -0.760 1.629 2.118 -0.7 -0.5 1.0
H 0.856 0.641 -2.026 -0.9 -0.3 0.0
Si -0.136 -0.059 0.132 -2.0 0.1 -0.7
H -2.305 -1.767 -0.150 0.6 0.6 -0.2
H -1.849 -1.370 1.473 0.5 -0.8 0.3
C -0.204 0.451 -1.728 1.7 2.0 2.2
H -0.664 -0.297 -2.276 -0.8 -1.3 -1.4
H 1.934 -1.632 0.826 -0.2 0.1 -0.5
H -0.732 -2.508 0.316 -1.5 1.4 1.1
H -1.427 1.970 0.470 -0.1 -0.1 0.5
N 2.639 0.170 -0.071 -5.3 -2.4 0.7
H 0.218 2.271 0.942 0.3 0.1 -0.4
C 1.632 -0.686 0.339 4.8 3.0 -0.5
H -0.734 1.420 -1.799 0.1 -0.6 -0.2
C -0.601 1.567 1.072 0.8 -0.5 -1.5
H 3.557 -0.222 -0.124 0.6 -0.8 0.7
```
Forces are in eV/Å.

Properties
- electronic energy (eV) = -13692.9983
- LUMO level (eV) = 0.400
- HOMO-LUMO gap (eV) = 10.206
- energy above the lowest of the compared OMol25 structures with the same formula, charge and spin (eV) = 1.6778
- SMILES = [H]/N=C/[Si](C)(C)C
- maximum force (eV/Å) = 5.83